3 unconnected molecules or ions with the total composition C2H6N2O3 in a non-equilibrium geometry, computed with the ωB97M-V functional and the def2-TZVPD basis.

Output
Net charge: -2
Gap between HOMO and LUMO (alpha / beta) in Ha: 0.2351 / 0.2354
E_tot in eV: -11285.6099
Energy relative to the best compared isomer or geometry (same formula, charge and spin) in kcal per mole: 117.6
Strongest force on any atom in eV Å⁻¹: 3.4
HOMO level (alpha / beta) in eV: -0.31 / -0.32

Last column: Löwdin charge in e.
Element x y z (Å)
C (-2.508, -0.653, -1.011)  -0.15
C (-2.106, 0.435, -0.030)  -0.27
N (-0.660, 0.569, -0.045)  -0.04
N (6.177, -0.371, 0.629)  -0.39
O (6.724, -0.071, -0.480)  -0.31
O (6.532, 0.378, 1.590)  -0.30
O (-3.161, 0.017, 2.147)  -0.81
H (-3.496, -1.032, -0.990)  0.04
H (-1.908, -1.473, -0.986)  0.01
H (-2.312, -0.344, -2.051)  0.05
H (-2.757, 1.161, 0.332)  0.00
H (-0.240, -0.124, 0.569)  0.06
H (-0.284, 1.508, 0.325)  0.09

---

A molecular structure, C34H28BaIN2O2PSbSe4 in a non-equilibrium geometry, computed with the ωB97M-V functional and the def2-TZVPD basis.

Output
Net charge: -1
Gap between HOMO and LUMO in Ha: 0.2068
E_tot in eV: -328799.6068
Energy relative to the best compared isomer or geometry (same formula, charge and spin) in kcal per mole: 0.0
Strongest force on any atom in eV Å⁻¹: 1.5
HOMO level in eV: -4.36

Last column: Löwdin charge in e.
Element x y z (Å)
Ba (-0.345, -1.175, 0.601)  1.70
C (-4.313, 0.303, -0.842)  -0.04
C (-3.345, -0.693, -0.295)  -0.57
O (-2.689, -0.417, 0.723)  -0.27
C (-3.250, -2.011, -0.996)  -0.55
C (-2.924, -3.252, -0.222)  -0.37
C (-3.802, -4.450, -0.419)  -0.01
N (-1.875, -3.247, 0.509)  -0.15
N (-1.509, -4.402, 1.177)  0.06
C (-0.421, -4.197, 1.877)  -0.50
O (0.201, -3.077, 2.008)  -0.37
C (0.162, -5.401, 2.542)  -0.15
C (1.283, -5.247, 3.351)  -0.03
C (1.857, -6.346, 3.975)  -0.09
C (1.314, -7.608, 3.794)  -0.11
C (0.194, -7.768, 2.988)  -0.09
C (-0.380, -6.672, 2.364)  -0.03
H (-3.943, 1.314, -0.685)  0.07
H (-5.241, 0.171, -0.275)  0.11
H (-4.546, 0.148, -1.893)  -0.02
H (-4.117, -2.153, -1.648)  0.02
H (-4.814, -4.153, -0.689)  0.08
H (-3.804, -5.067, 0.476)  0.07
H (-3.403, -5.053, -1.238)  0.10
H (1.694, -4.255, 3.478)  0.11
H (2.731, -6.216, 4.602)  0.10
H (1.763, -8.466, 4.279)  0.09
H (-0.232, -8.753, 2.842)  0.10
H (-1.248, -6.776, 1.729)  0.10
I (1.899, 0.875, 3.098)  0.92
C (2.636, 2.823, 2.713)  -0.60
C (2.978, 3.456, 3.880)  -0.19
C (3.712, 4.657, 3.865)  -0.08
C (4.153, 5.147, 2.677)  -0.04
C (3.810, 4.518, 1.457)  -0.16
C (4.337, 5.043, 0.253)  -0.03
C (4.032, 4.482, -0.947)  -0.06
C (3.099, 3.432, -0.993)  -0.09
C (2.528, 2.907, 0.140)  -0.29
P (1.058, 1.817, -0.086)  0.93
C (1.317, 1.128, -1.749)  -0.44
C (0.437, 1.305, -2.811)  -0.12
C (0.594, 0.563, -3.976)  -0.12
C (1.610, -0.371, -4.081)  -0.07
C (2.495, -0.556, -3.024)  -0.08
C (2.345, 0.182, -1.863)  -0.14
C (-0.278, 3.049, -0.271)  -0.36
C (-1.460, 2.814, 0.425)  -0.10
C (-2.549, 3.661, 0.273)  -0.08
C (-2.460, 4.750, -0.578)  -0.07
C (-1.282, 4.998, -1.270)  -0.07
C (-0.196, 4.155, -1.115)  -0.08
C (2.957, 3.372, 1.430)  -0.19
H (2.718, 3.008, 4.828)  0.07
H (3.961, 5.143, 4.798)  0.11
H (4.777, 6.031, 2.639)  0.11
H (4.999, 5.898, 0.315)  0.11
H (4.455, 4.868, -1.865)  0.11
H (2.788, 3.052, -1.958)  0.10
H (-0.408, 1.976, -2.739)  0.05
H (-0.117, 0.687, -4.782)  0.03
H (1.684, -0.973, -4.976)  0.10
H (3.286, -1.291, -3.097)  0.10
H (3.028, 0.029, -1.031)  0.10
H (-1.545, 1.950, 1.074)  0.08
H (-3.468, 3.455, 0.804)  0.11
H (-3.314, 5.401, -0.714)  0.10
H (-1.217, 5.839, -1.948)  0.11
H (0.712, 4.344, -1.672)  0.10
Se (-1.736, -1.345, -6.211)  -0.20
Sb (-3.208, -0.416, -4.554)  -0.20
Se (-5.339, -1.442, -4.074)  -0.14
Se (-3.038, 1.960, -4.146)  -0.18
Se (-1.787, -1.462, -2.254)  0.52

---

A gas-phase ion, C4H11N4 (charge +1) in a non-equilibrium geometry, computed with the ωB97M-V functional and the def2-TZVPD basis.

Output
Net charge: +1
Gap between HOMO and LUMO in Ha: 0.3024
E_tot in eV: -10275.5212
Energy relative to the best compared isomer or geometry (same formula, charge and spin) in kcal per mole: 130.7
Strongest force on any atom in eV Å⁻¹: 3.5
HOMO level in eV: -12.77

Last column: Löwdin charge in e.
Element x y z (Å)
C (2.224, -0.191, 0.379)  -0.06
N (1.049, -0.406, -0.416)  -0.14
C (0.550, -1.805, -0.216)  -0.13
N (-0.814, -1.683, -0.011)  0.16
N (-1.143, -0.493, 0.008)  -0.13
C (-2.494, -0.050, 0.070)  0.05
N (-0.071, 0.361, -0.101)  -0.03
C (-0.072, 1.986, -0.331)  0.11
H (2.913, -0.828, -0.037)  0.07
H (2.480, 0.855, 0.374)  0.08
H (2.165, -0.501, 1.485)  0.13
H (1.105, -2.128, 0.700)  0.13
H (0.814, -2.498, -1.082)  0.16
H (-3.259, -0.797, 0.065)  0.11
H (-2.831, 0.682, -0.783)  0.16
H (-2.566, 0.475, 0.969)  0.09
H (0.920, 2.282, -0.701)  0.09
H (-0.853, 2.303, -1.027)  0.08
H (-0.118, 2.436, 0.656)  0.08

---

2 unconnected molecules or ions with the total composition C2H4NO3S in a non-equilibrium geometry, computed with the ωB97M-V functional and the def2-TZVPD basis.

Output
Net charge: -1
Gap between HOMO and LUMO in Ha: 0.3148
E_tot in eV: -20606.8299
Energy relative to the best compared isomer or geometry (same formula, charge and spin) in kcal per mole: 21.8
Strongest force on any atom in eV Å⁻¹: 3.7
HOMO level in eV: -5.11

Last column: Löwdin charge in e.
Element x y z (Å)
C (0.181, -1.317, -1.809)  -0.27
C (-0.266, -2.570, -1.850)  -0.05
N (0.523, -0.152, -1.801)  0.18
O (-0.883, 2.866, 1.312)  -0.43
O (0.550, 2.363, 3.297)  -0.42
O (1.038, 1.405, 1.126)  -0.46
S (0.022, 1.990, 2.017)  0.33
H (0.489, -3.302, -1.538)  0.04
H (-0.694, 0.886, 2.326)  0.02
H (-1.325, -2.642, -1.998)  0.03
H (0.364, 0.474, -1.081)  0.02

---

4 unconnected molecules or ions with the total composition C17H38B2N4O10, computed with the ωB97M-V functional and the def2-TZVPD basis.

Output
Net charge: 0
Gap between HOMO and LUMO in Ha: 0.3527
E_tot in eV: -46039.7696
Energy relative to the best compared isomer or geometry (same formula, charge and spin) in kcal per mole: 0.0
Strongest force on any atom in eV Å⁻¹: 0.7
HOMO level in eV: -9.16

Last column: Löwdin charge in e.
Element x y z (Å)
C (9.306, -1.667, -0.693)  -0.08
C (8.525, -0.411, -1.052)  -0.25
N (7.506, -0.744, -2.048)  0.04
C (6.395, 0.146, -2.267)  -0.38
C (6.517, 1.537, -1.613)  0.04
B (5.895, 1.703, -0.167)  -0.65
O (4.539, 1.654, 0.046)  0.17
O (6.698, 1.886, 0.923)  0.17
O (6.300, 0.411, -3.725)  0.11
C (4.996, 0.552, -4.033)  -0.57
O (4.567, 0.824, -5.103)  0.19
O (4.224, 0.351, -2.921)  0.08
C (5.044, -0.533, -2.096)  -0.08
B (4.871, -2.018, -2.728)  -0.55
O (5.846, -2.631, -3.484)  0.18
O (3.651, -2.603, -2.585)  0.09
C (3.019, -2.663, -1.293)  -0.21
C (1.769, -1.799, -1.245)  -0.04
H (10.273, -1.420, -0.256)  0.07
H (8.748, -2.299, -0.001)  0.07
H (9.487, -2.261, -1.591)  0.07
H (8.036, -0.004, -0.170)  0.11
H (9.234, 0.336, -1.431)  0.12
H (7.920, -0.976, -2.941)  0.14
H (5.949, 2.219, -2.252)  0.13
H (7.554, 1.866, -1.648)  0.12
H (4.020, 1.810, -0.750)  0.11
H (6.189, 2.213, 1.672)  0.11
H (4.691, -0.528, -1.066)  0.14
H (6.481, -3.101, -2.938)  0.11
H (2.777, -3.711, -1.126)  0.12
H (3.729, -2.358, -0.520)  0.11
H (0.993, -2.272, -0.642)  0.06
H (1.402, -1.662, -2.263)  0.09
H (1.975, -0.814, -0.824)  0.07
C (-3.802, -3.461, -0.358)  -0.08
N (-2.442, -3.791, 0.020)  0.01
C (-1.722, -3.278, 1.050)  -0.55
C (-2.405, -2.253, 1.926)  -0.01
O (-0.570, -3.636, 1.249)  0.01
H (-4.433, -4.352, -0.323)  0.08
H (-3.829, -3.054, -1.370)  0.08
H (-4.208, -2.710, 0.309)  0.04
H (-1.938, -4.471, -0.528)  0.14
H (-1.697, -1.946, 2.690)  0.08
H (-2.724, -1.386, 1.347)  0.07
H (-3.290, -2.675, 2.403)  0.09
C (-8.373, -0.232, -1.192)  -0.08
N (-7.023, -0.652, -0.880)  0.01
C (-6.233, -0.235, 0.143)  -0.53
C (-6.803, 0.793, 1.088)  -0.02
O (-5.103, -0.686, 0.277)  0.01
H (-9.061, -1.079, -1.166)  0.08
H (-8.421, 0.220, -2.184)  0.08
H (-8.710, 0.502, -0.468)  0.07
H (-6.586, -1.334, -1.480)  0.14
H (-6.052, 1.017, 1.839)  0.07
H (-7.063, 1.714, 0.570)  0.08
H (-7.699, 0.424, 1.586)  0.09
C (-5.382, 4.550, 5.001)  -0.08
N (-6.204, 3.686, 4.181)  0.01
C (-7.243, 4.028, 3.375)  -0.54
C (-7.617, 5.491, 3.304)  -0.01
O (-7.844, 3.180, 2.736)  0.03
H (-4.334, 4.489, 4.703)  0.08
H (-5.455, 4.274, 6.054)  0.08
H (-5.705, 5.581, 4.897)  0.07
H (-6.007, 2.697, 4.188)  0.14
H (-8.457, 5.587, 2.622)  0.08
H (-7.907, 5.871, 4.284)  0.08
H (-6.786, 6.093, 2.934)  0.08